[1]
This record from the Open Molecules 2025 dataset describes the molecule C6H15BOS at a distorted geometry. The level of theory is ωB97M-V with the def2-TZVPD basis set.

Positions of all 24 atoms, in Å:
B -0.568 -0.309 -1.044
C 1.255 -3.903 -1.969
C -0.384 3.711 2.514
C -0.415 -1.848 -1.578
C 0.835 -2.666 -1.123
C 0.359 2.394 2.083
C -0.226 2.042 0.696
O -2.126 0.198 -1.412
S 0.537 0.447 0.068
H 0.588 -4.617 -1.816
H 2.105 -4.236 -1.507
H 1.351 -3.741 -3.157
H -0.745 3.542 3.534
H 0.277 4.558 2.437
H -1.300 3.817 1.884
H -0.718 -1.934 -2.612
H -1.132 -2.358 -1.010
H 0.752 -2.903 -0.085
H 1.571 -1.828 -1.146
H 0.268 1.692 2.873
H 1.408 2.680 2.044
H -1.252 1.920 1.013
H -0.023 2.707 -0.024
H -2.419 0.632 -0.664

Cartesian forces, eV/Å:
B -5.1 -1.1 -1.7
C 0.4 4.8 -2.7
C -0.8 -1.5 -0.1
C 1.0 0.8 0.9
C 0.9 2.5 -2.4
C 0.4 2.6 -1.1
C 0.4 -4.0 3.7
O 5.5 -2.6 -1.3
S 0.1 0.8 0.8
H -3.3 -3.3 0.4
H 2.7 -1.0 0.5
H 0.0 -0.1 2.9
H 0.1 0.6 0.0
H -0.1 0.4 0.0
H 0.7 0.4 0.5
H 0.2 -0.1 -0.4
H -2.1 -0.3 0.5
H -0.2 -0.5 0.7
H 0.6 -1.2 0.0
H -0.4 -1.2 0.1
H 0.3 -0.4 -0.2
H -0.6 -0.3 -1.1
H 0.3 2.8 -2.3
H -1.0 1.7 2.4

energy relative to the best compared isomer or geometry (same formula, charge and spin) = 2.973 eV
E_LUMO = 0.51 eV
2S+1 = 1
molar mass = 146.1 g mol⁻¹
DFT total energy = -735.85946 Eh
gap between HOMO and LUMO = 10.4819 eV



[2]
This record from the Open Molecules 2025 dataset describes a structure of composition C6H15ClFeO4P at a distorted geometry. The level of theory is ωB97M-V with the def2-TZVPD basis set.

Positions of all 28 atoms, in Å:
Fe -2.964 -7.247 -8.371
Cl -3.159 -8.446 -6.256
C -8.777 -9.203 -8.198
C -7.618 -8.506 -7.591
O -7.634 -7.116 -8.003
P -6.418 -6.188 -7.500
O -5.011 -6.716 -7.855
O -6.827 -4.718 -8.067
C -6.367 -4.320 -9.364
C -7.221 -3.129 -9.802
O -6.761 -5.939 -5.938
C -7.905 -5.313 -5.485
C -7.884 -3.882 -5.297
H -8.679 -9.299 -9.279
H -8.668 -10.229 -7.848
H -9.777 -8.806 -8.023
H -7.647 -8.751 -6.529
H -6.677 -8.992 -7.845
H -5.292 -4.154 -9.293
H -6.493 -5.129 -10.083
H -7.034 -2.228 -9.217
H -6.954 -2.749 -10.788
H -8.284 -3.319 -9.946
H -8.912 -5.557 -5.824
H -8.002 -5.760 -4.495
H -6.893 -3.660 -4.901
H -7.799 -3.241 -6.174
H -8.748 -3.622 -4.685

Cartesian forces, eV/Å:
Fe -2.1 -0.7 2.8
Cl 0.6 0.9 -1.9
C -0.1 -1.0 -1.3
C 0.0 -1.2 0.3
O 2.2 0.9 0.9
P -2.1 1.6 -0.8
O -1.0 0.7 0.2
O 1.0 -2.8 1.3
C -0.5 0.6 -1.4
C 0.7 0.7 -0.6
O 2.0 -1.1 -1.9
C -0.9 0.3 0.9
C 0.6 0.6 0.2
H 0.1 0.2 -0.1
H -0.5 -0.1 0.2
H 0.3 0.1 0.5
H -0.2 1.4 0.6
H 0.1 0.2 -0.8
H -0.1 0.6 0.0
H -0.2 -0.2 0.1
H -0.3 -0.3 0.6
H 0.5 -0.5 -0.3
H 0.1 -0.4 0.7
H -0.2 -1.1 -1.2
H -0.2 -0.4 0.9
H 0.3 0.5 0.9
H -0.5 0.1 -0.7
H 0.3 0.4 0.0

energy relative to the best compared isomer or geometry (same formula, charge and spin) = 0.000 eV
E_LUMO (alpha / beta) = -9.84 / -13.77 eV
net charge = +2
2S+1 = 6
molar mass = 273.5 g mol⁻¹
DFT total energy = -2603.07005 Eh
gap between HOMO and LUMO (alpha / beta) = 7.7938 / 2.5778 eV
<S²> = 8.769



[3]
This record from the Open Molecules 2025 dataset describes a structure of composition C6H15ClI2OPPmS at a distorted geometry. The level of theory is ωB97M-V with the def2-TZVPD basis set.

Positions of all 28 atoms, in Å:
I -3.154 -1.489 -0.360
I -3.052 1.165 -0.243
Pm 1.634 -0.454 0.466
P 0.301 -0.191 -2.078
C -1.224 -0.131 -3.058
C 1.158 1.215 -2.884
H 2.083 -1.821 -2.482
H 1.190 -1.357 -3.977
H 0.438 -2.493 -2.814
C 1.096 -1.614 -2.915
H 2.146 1.368 -2.430
H 1.258 0.981 -3.952
H -0.913 -0.128 -4.110
H -1.795 0.778 -2.837
H 0.537 2.116 -2.769
H -1.855 -1.006 -2.858
C -5.549 0.042 0.215
O -6.473 -0.057 0.869
Cl 4.106 -0.396 0.534
C -0.162 -0.502 4.233
S 0.935 0.267 3.013
C 1.972 1.281 4.112
H -1.130 -0.612 3.762
H -0.256 0.136 5.133
H 0.265 -1.477 4.516
H 1.541 1.231 5.125
H 2.982 0.867 4.108
H 1.921 2.283 3.681

Cartesian forces, eV/Å:
I 0.7 -0.1 0.2
I 1.4 0.3 0.0
Pm 0.5 -0.1 0.3
P -0.1 0.2 -1.5
C -0.7 -0.1 0.2
C 0.0 0.1 0.4
H 0.0 -0.2 -0.3
H 0.2 -0.2 0.2
H 0.4 0.2 0.0
C -0.1 -0.2 0.4
H 0.0 0.2 -0.3
H 0.1 0.1 0.3
H 0.0 0.0 0.2
H 0.2 -0.3 -0.1
H 0.3 -0.2 0.0
H 0.2 0.3 -0.2
C -3.4 -0.4 1.1
O 1.3 0.2 -0.7
Cl -1.0 0.0 -0.2
C -0.1 -0.6 0.3
S -0.2 0.2 0.9
C 0.4 0.1 -0.3
H -0.2 -0.2 0.1
H 0.1 -0.2 -0.8
H -0.3 0.4 -0.1
H 0.2 0.1 -0.6
H -0.1 0.3 0.1
H 0.3 -0.1 0.4

energy relative to the best compared isomer or geometry (same formula, charge and spin) = 0.105 eV
E_LUMO (alpha / beta) = -9.01 / -8.20 eV
net charge = +2
2S+1 = 5
molar mass = 600.5 g mol⁻¹
DFT total energy = -2715.75655 Eh
gap between HOMO and LUMO (alpha / beta) = 6.0799 / 6.8909 eV
<S²> = 6.009



Question: molar mass of number 1 (C6H15BOS)?
Answer: 146.1 g mol⁻¹



Question: Among the records above, which one has the lowest molar mass?
Answer: C6H15BOS